No. 1
65
Properties=species:S:1:pos:R:3 method="wB97M-V/def2-TZVPD" e_lumo_ha=-0.0247 energy_ha=-4107.73167
Ir -0.17659 -1.76100 -0.37405
Sb -0.31029 0.92716 -0.48986
Sb -0.54532 -1.66615 2.35789
Ge -2.75210 -2.65166 -2.38709
S 2.14243 -2.09897 -0.31568
O 5.94498 3.25244 -2.01628
O 6.56559 1.86417 -3.61869
C 0.09262 1.19410 3.28812
C 0.74622 1.75646 -2.15038
C -0.84913 3.31681 2.65296
C 3.09758 -0.79123 -1.02788
C -2.42546 -4.46119 -3.06398
C -1.45765 3.44793 3.88958
C 3.47849 -0.82098 -2.36997
C -2.43015 -0.67610 2.56041
C 4.35510 0.12457 -2.87744
C -0.05598 2.21254 2.33494
C -1.95490 -2.35192 -0.63193
C -0.50258 1.35243 4.54133
C -1.93712 -1.38066 -3.64022
C 4.84410 1.14607 -2.06803
C 0.81568 -0.07591 2.98292
C -2.05931 2.13408 -0.69701
C -1.26620 2.46468 4.85113
C -0.65095 -2.69114 4.25051
C 3.56672 0.25552 -0.22933
C -4.69405 -2.38091 -2.28781
C 4.41746 1.21607 -0.74586
C 5.80923 2.18328 -2.54167
C 0.63903 2.17214 1.00689
H -2.55962 -2.73501 0.19901
H -1.35452 -4.66109 -3.10382
H -1.74419 3.12994 -1.00487
H 4.62531 0.06760 -3.92697
H 1.32741 -0.46878 3.86168
H 0.32977 1.35444 -3.07319
H 1.53435 0.01952 2.17205
H -2.89060 -5.20807 -2.42031
H -5.12595 -3.03963 -1.53330
H -2.32471 -0.37303 -3.47738
H -2.06286 4.31794 4.10799
H 4.78451 2.02580 -0.12813
H -1.22173 -3.60966 4.12642
H -0.97435 4.09963 1.91268
H -0.85887 -1.36286 -3.46595
H -2.12012 -1.66008 -4.67799
H 0.63856 2.84119 -2.14083
H 1.66305 1.80906 1.08815
H -2.64964 -0.13217 1.64290
H -2.71757 1.70378 -1.44970
H 1.80070 1.48826 -2.08628
H -2.58912 2.19030 0.25318
H -1.71081 2.55958 5.83317
H -1.14276 -2.04582 4.97701
H -2.84083 -4.55695 -4.06775
H 0.66198 3.16376 0.55414
H -4.93252 -1.35068 -2.02165
H -5.15326 -2.60927 -3.25026
H -2.42245 0.00794 3.40749
H 6.42398 0.94375 -3.87419
H 3.08955 -1.60479 -3.00642
H 3.27754 0.28604 0.81417
H -0.36110 0.57218 5.28219
H -3.20069 -1.43396 2.70815
H 0.35410 -2.94150 4.58507

No. 2
125
Properties=species:S:1:pos:R:3 method="wB97M-V/def2-TZVPD" e_lumo_ha=-0.0503 smiles="CCP(C)c1c(F)c(CCCSC(=S)N(c2ccccc2)c2ccccc2)c(P(=O)(O)O)c2c1C(=O)C(P(=O)(O)O)=CC2=O.C1CCOC1.C1CCOC1.C1CCOC1.C1CCOC1" energy_ha=-4629.34958
S -3.09598 1.51520 -0.05550
S -2.58165 -0.80020 -1.87965
P -0.04631 -0.42880 2.45925
P 4.82669 -0.26030 -1.86983
P 4.40792 -5.39919 0.01097
F 2.62085 1.55189 -1.44444
O 8.94988 2.99047 -0.91031
O 5.48952 -2.43013 0.25101
O 1.92666 -2.54671 3.37425
O 0.60809 4.43522 1.83451
O 4.24929 -6.61115 1.04237
O 0.56897 -5.29280 -3.47177
O 3.40128 -5.76118 -1.18574
O -9.11299 0.60934 3.73786
O 0.56219 -0.23012 3.91088
O -0.62392 -1.93944 2.46584
O -1.12283 0.51611 2.16209
O 5.75971 -5.22621 -0.49385
N -4.94096 -0.21684 -0.69555
C -5.22750 -0.58500 0.67533
C 2.24899 -2.61824 2.22188
C -4.26037 -0.79828 1.64211
C 1.51399 5.93919 3.41821
C 4.31795 -2.58420 0.42590
C -0.09825 -4.05430 -3.74145
C 3.72450 -3.91280 0.78497
C 1.46194 0.60690 0.33049
C -9.48109 2.68665 4.80434
C 3.49512 -0.44011 -0.58486
C 6.13982 0.65092 0.48724
C 5.08864 -1.90032 -2.66081
C -5.91200 -0.63811 -2.87771
C 1.31773 -0.41823 1.27155
C 9.23567 4.39085 -2.79629
C -5.93494 -1.22772 3.30887
C -6.62305 -2.84125 -3.55996
C -1.75010 2.24714 -1.00904
C -10.25276 2.66538 3.48806
C -5.50016 -1.15831 -1.65335
C -0.40873 1.52196 -1.07644
C -9.55767 1.53483 2.74257
C 8.49395 5.17072 -1.71398
C 2.71706 -3.90882 1.65307
C -5.63957 -2.51275 -1.39012
C 9.84750 3.25009 -1.99388
C 0.58777 5.81308 2.21687
C 6.38640 0.10732 -0.91879
C -6.90787 -1.04607 2.33402
C -6.57124 -0.72758 1.03355
C 1.09936 -5.82649 -4.69328
C 2.54023 0.55487 -0.55840
C 0.29195 -3.65138 -5.15498
C -9.21931 1.20456 5.03293
C -4.60056 -1.11585 2.95293
C -6.47776 -1.48298 -3.82099
C 0.52531 1.78071 0.13701
C -3.56773 0.10336 -0.93630
C 3.33316 -1.45851 0.36342
C 7.99284 4.04620 -0.82052
C 2.27921 -1.45984 1.26904
C 2.54218 4.84836 3.13131
C 0.48240 -5.01168 -5.82013
C -6.19467 -3.35959 -2.34313
C 1.67531 3.76266 2.50973
H 10.82019 3.53259 -1.57744
H -0.49837 0.45362 -1.23830
H -7.94290 -1.14973 2.61202
H 1.94407 6.93466 3.51673
H 2.48365 -5.50195 -1.04246
H 1.10968 -4.98227 -6.70951
H 5.48183 0.03824 1.09043
H 7.01284 -0.77537 -0.87622
H 6.85876 0.90049 -1.48742
H 0.00378 2.08329 1.03003
H 2.18756 -5.71765 -4.67452
H 4.41591 -2.00454 -3.50442
H -1.17755 -4.21818 -3.66034
H -0.45929 -3.02814 -5.63689
H 8.52397 3.99729 -3.52559
H -6.20660 -1.44775 4.32858
H 0.09625 1.91149 -1.95784
H -11.29897 2.40995 3.67150
H 6.11456 -1.91987 -3.01717
H 9.97398 2.33952 -2.58030
H 7.02769 3.66303 -1.17318
H -6.79914 -1.05844 -4.75972
H 1.23636 -3.10216 -5.14529
H -6.29871 -4.40976 -2.12723
H -7.06626 -3.47888 -4.30798
H -10.02396 3.15102 5.62613
H -5.78938 0.41993 -3.04363
H -10.22295 3.60882 2.94543
H -8.53689 3.22010 4.67447
H 2.22320 3.14295 1.79922
H 0.97180 5.70897 4.33793
H -0.78060 -2.17020 1.53947
H 1.24235 3.11106 3.27738
H 5.82686 1.69074 0.48252
H 1.16215 2.61285 -0.14459
H -5.30836 -2.93779 -0.45535
H -0.00639 -0.71375 4.52797
H -0.48784 -5.42798 -6.10012
H -0.43834 6.10835 2.43748
H -3.82528 -1.25192 3.68806
H 7.09845 0.65171 1.00411
H 3.39651 -7.03570 0.87787
H 9.19158 5.80658 -1.16416
H -10.21571 1.01972 2.04155
H -3.21221 -0.70723 1.40529
H 3.27560 5.20726 2.40530
H -8.68216 1.89886 2.19370
H -7.33192 -0.58656 0.28086
H -8.30020 1.01731 5.58976
H 7.69040 5.79834 -2.09597
H 0.94837 6.41247 1.37369
H 0.85831 -6.88797 -4.75282
H 3.07809 4.50527 4.01468
H -1.59340 3.24554 -0.61298
H 7.88640 4.34881 0.22206
H 2.24186 -4.82796 1.96674
H 0.19559 -3.31673 -2.99292
H -2.12248 2.37170 -2.02285
H 4.95579 -2.76575 -2.01702
H 9.98023 4.97851 -3.33086
H -10.05114 0.73083 5.56561

No. 3
48
Properties=species:S:1:pos:R:3 method="wB97M-V/def2-TZVPD" e_lumo_ha=0.0199 smiles="C=CCCN([C@H](CC(C)C)C(=O)OC)S(=O)(=O)c1ccccc1Br" energy_ha=-3990.07464
Br -1.29282 -1.51205 1.13467
S 0.07963 1.40710 0.66567
O 0.35937 2.79370 0.42101
O 1.58647 -2.68445 0.29240
O 2.03322 -2.04626 -1.80855
O 0.36463 0.89135 1.96978
N 0.79925 0.43393 -0.48590
C 3.31022 0.18724 -0.30832
C -1.67322 1.18528 0.33778
C -3.77639 2.14112 -0.30634
C 0.77449 1.02165 -1.81123
C -2.32779 0.16872 -3.00563
C -4.39685 0.92408 -0.06954
C -1.21070 -0.35387 -2.53549
C 0.15944 0.12116 -2.89535
C 4.82095 2.17698 -0.28806
C 1.84254 -1.78699 -0.64847
C -3.66275 -0.16384 0.36941
C 1.46292 -4.05227 -0.08538
C 1.91172 -0.38557 -0.03426
C -2.41425 2.26958 -0.09528
C -2.29669 -0.02540 0.56977
C 3.55023 1.57067 0.30721
C 3.66921 1.48804 1.82745
H -1.89892 3.20440 -0.24984
H 0.12099 0.70892 -3.81456
H 5.68072 1.54886 -0.06274
H 4.03658 -0.51950 0.10124
H -2.31722 0.98833 -3.70574
H 1.78136 1.31161 -2.12377
H 0.81119 -0.73788 -3.05259
H -1.24548 -1.18429 -1.84358
H 2.73468 1.15955 2.27320
H 3.46840 0.22037 -1.38892
H 1.66976 -4.16532 -1.15079
H 1.75934 -0.49928 1.04176
H 0.17831 1.93309 -1.72260
H 2.17441 -4.62998 0.50332
H 4.73942 2.27241 -1.36885
H 2.70410 2.22241 0.06665
H 4.99926 3.16512 0.12834
H -5.45964 0.81792 -0.22569
H -3.29878 -0.20106 -2.72266
H 4.46072 0.79699 2.11272
H 3.90488 2.46828 2.23481
H -4.13659 -1.11509 0.55615
H -4.35147 2.98725 -0.64823
H 0.44575 -4.37012 0.14252

No. 4
5
Properties=species:S:1:pos:R:3 method="wB97M-V/def2-TZVPD" e_lumo_ha="-0.0531 / -0.0648" de_lowest_kj_mol=302.6 energy_ha=-3226.49148
Br 0.05260 1.84083 -1.79468
S -0.07383 0.04049 0.88942
F -0.84196 -1.32504 0.70246
F 1.26999 -0.76449 1.51963
N -0.40680 0.20821 -1.31683

No. 5
58
Properties=species:S:1:pos:R:3 method="wB97M-V/def2-TZVPD" e_lumo_ha=0.0233 smiles="C[C@@H]1CCOC[C@H]1C(=O)N(C)CCCCC(=O)N1CCc2c(nnn2C)C1" de_lowest_kj_mol=168.1 energy_ha=-1242.10853
O -1.98915 3.92946 -0.12127
O -1.76362 0.55211 2.69429
O 3.56717 -2.70834 -1.70890
N 1.44068 -3.12449 -2.35214
N -1.00678 -3.02216 0.82902
N -1.73639 -1.97359 -0.88123
N -1.96478 -2.20196 0.37612
N -0.83454 2.43542 -1.36500
C 0.07454 -2.64241 -2.56290
C -0.64193 3.17699 2.23220
C -0.13418 1.16995 -1.49074
C 2.38482 -0.82678 -2.54106
C -0.14630 -3.33740 -0.16091
C 1.07380 -4.19601 -0.15196
C 2.03242 -0.09022 -1.23453
C 0.56688 4.05149 1.92956
C -1.01619 -3.45715 2.20885
C -0.62070 -2.65184 -1.24066
C -1.29386 2.92587 -0.17960
C 1.49280 -4.39152 -1.62204
C -1.13790 3.14520 -2.59317
C 1.38840 1.28547 -1.41819
C -0.91484 2.18183 1.09818
C -0.45921 2.40629 3.53740
C -2.05452 1.22913 1.48776
C 2.52906 -2.29354 -2.19421
C -1.61893 1.45543 3.77611
H 1.88542 -3.71142 0.39714
H -0.02377 -3.33929 2.64033
H -0.42405 -3.29869 -3.28043
H -0.37275 3.10458 4.37485
H 0.80462 -5.08116 -2.11428
H 1.64386 -0.64580 -3.31842
H 3.34839 -0.48780 -2.91646
H -1.52693 3.81422 2.31687
H 0.88951 -5.16554 0.31570
H 0.47026 1.82806 3.49685
H -0.44224 0.72157 -2.44115
H 0.74976 4.75475 2.74420
H -2.20848 0.45695 0.73415
H 1.35096 -0.71093 -0.64161
H -0.01306 1.58113 0.95410
H -1.72408 -2.82586 2.73824
H -1.46306 0.84660 4.66645
H -1.51410 4.13233 -2.34443
H 1.78728 1.79153 -2.30141
H -1.89583 2.61416 -3.17550
H 2.94764 -0.00984 -0.64762
H 0.41952 4.62822 1.01577
H -0.23524 3.24012 -3.19955
H 2.50031 -4.78914 -1.68398
H 0.07283 -1.64442 -2.98749
H 1.46700 3.44044 1.81228
H -2.98234 1.80827 1.59087
H -0.48417 0.47998 -0.72570
H -1.32614 -4.49921 2.28326
H 1.63432 1.91715 -0.56114
H -2.55214 2.02177 3.90716